Density functional theory data (ωB97M-V/def2-TZVPD) for a single C5H8N2 molecule at a distorted geometry.

Structure (XYZ):
```
15
Properties=species:S:1:pos:R:3:forces:R:3
C 2.15140 -0.75732 -0.45555 0.1 -0.1 -0.3
C 1.28442 -0.65155 0.76906 0.3 0.2 0.1
C 0.99275 0.55173 1.20698 -0.4 -0.1 -0.3
C 0.17030 1.57173 1.08113 0.5 0.1 0.3
N -1.08218 1.34268 0.38888 -0.4 -0.9 -0.3
N -1.19725 0.19084 -0.04768 -0.1 0.5 0.1
C -2.47334 -0.13629 -0.65112 -0.2 0.0 -0.1
H 2.36074 0.26236 -0.77311 0.3 -0.1 -0.2
H 1.65887 -1.27413 -1.29242 -0.1 0.0 0.4
H 3.09495 -1.28863 -0.26693 -0.2 0.2 0.1
H 0.93600 -1.56436 1.24390 0.2 0.2 0.3
H 0.28323 2.58804 1.44746 0.0 -0.4 0.1
H -2.40202 0.00117 -1.73505 0.0 0.0 0.1
H -3.29544 0.46038 -0.24712 0.1 0.1 -0.1
H -2.65865 -1.20156 -0.47341 0.0 0.2 0.0
```
Positions in Å, forces in eV/Å.

Output
Total energy in a.u.: -304.6961
SMILES: CC=C=C/N=N/C
E_LUMO in eV: 0.504
Largest force on an atom in eV/Å: 1.01
HOMO energy in eV: -8.95
Gap between HOMO and LUMO in eV: 9.453
Energy above the lowest of the compared OMol25 structures with the same formula, charge and spin in kJ/mol: 366.0

Density functional theory data (ωB97M-V/def2-TZVPD) for 2 unconnected molecules or ions with the total composition C7H21BO7P2S.

Structure (XYZ):
```
39
Properties=species:S:1:pos:R:3:forces:R:3
C -2.15364 -2.97157 -0.21330 0.0 -0.2 0.0
S -1.16980 -2.71459 -1.66517 0.0 -0.2 -0.3
O 0.21874 -2.89593 -1.29703 -0.2 -0.1 -0.1
O -1.73610 -3.54926 -2.71481 0.0 0.0 0.1
B -1.45953 -0.98799 -2.32163 0.1 0.2 0.2
C -2.46055 0.05404 -1.74923 0.1 -0.1 0.1
C -1.73918 1.35155 -1.29241 -0.2 0.1 -0.1
O -1.52970 2.16318 -2.43343 0.3 0.1 -0.1
P -0.40149 -0.57051 -3.85882 -0.1 0.1 -0.6
P 1.33786 0.11174 -2.71860 0.2 0.1 0.3
O 1.58114 1.55538 -2.88360 -0.1 -0.2 0.1
O 2.52656 -0.82530 -3.20793 -0.1 0.1 -0.1
O 1.14776 -0.28914 -1.17067 -0.1 0.3 -0.3
H -3.19232 -3.07517 -0.52011 0.0 0.1 0.1
H -1.79609 -3.90951 0.21254 0.0 0.0 0.0
H -2.01505 -2.15867 0.49730 0.1 0.0 0.0
H -3.09247 0.39152 -2.57844 -0.1 -0.1 0.0
H -3.12640 -0.32901 -0.97207 0.1 0.0 0.1
H -2.38039 1.88177 -0.58336 -0.1 0.0 -0.1
H -0.80875 1.15206 -0.76924 0.1 -0.1 0.1
H -0.59094 2.37468 -2.55516 -0.1 -0.1 0.1
H 0.10008 -1.85292 -4.17224 0.1 -0.1 0.3
H 2.29562 -1.76426 -3.18204 0.1 0.0 0.1
H 1.15068 0.52137 -0.63779 0.1 -0.2 0.3
C 3.12929 0.87601 2.66408 0.0 -0.1 0.0
C 2.02538 1.57425 1.89157 0.1 0.1 0.0
O 0.85682 0.78675 1.71027 0.0 0.1 -0.2
C 0.20450 0.36225 2.89463 -0.1 -0.1 0.1
C -0.28279 1.49667 3.77870 0.0 0.1 -0.1
H 3.40628 -0.05804 2.17417 0.0 0.0 0.0
H 4.00854 1.51926 2.71052 0.0 0.0 0.0
H 2.83236 0.64928 3.68860 0.0 0.0 0.0
H 2.37507 1.79614 0.88135 0.0 0.0 0.0
H 1.77618 2.53313 2.35911 0.0 0.0 0.0
H 0.84619 -0.31856 3.46394 0.0 0.0 0.0
H -0.64648 -0.22480 2.54603 0.0 0.0 0.0
H 0.54008 2.09969 4.16386 0.0 0.0 0.0
H -0.82239 1.09023 4.63481 0.0 0.0 0.0
H -0.95509 2.15425 3.22561 0.0 0.0 0.0
```
Positions in Å, forces in eV/Å.

Output
Total energy in a.u.: -1911.7874
SMILES: CS(=O)(=O)B(CCO)PP(=O)(O)O.CCOCC
E_LUMO in eV: -0.705
Largest force on an atom in eV/Å: 0.65
HOMO energy in eV: -9.67
Gap between HOMO and LUMO in eV: 8.960
Energy above the lowest of the compared OMol25 structures with the same formula, charge and spin in kJ/mol: 0.0

Density functional theory data (ωB97M-V/def2-TZVPD) for 2 unconnected molecules or ions with the total composition C7H12BrN2 at a distorted geometry.

Structure (XYZ):
```
22
Properties=species:S:1:pos:R:3:forces:R:3
C 0.49892 -2.37152 -1.48166 1.5 -0.3 2.9
C 1.46436 -1.39513 -1.62958 -0.9 0.4 1.4
C 0.39374 -1.77369 0.93687 0.5 0.0 0.0
C -0.00048 -2.76930 -0.04945 -1.8 2.8 -2.1
C 1.97205 -0.75127 -0.40408 -1.6 -0.5 -1.0
C -0.93601 1.34141 -0.16357 -3.1 2.7 -0.3
C 0.49676 1.95525 1.57202 -0.7 -4.6 -0.1
N 1.34668 -0.94135 0.74743 1.3 0.8 1.1
N 0.36546 1.55490 0.20573 0.5 -1.4 1.2
Br 3.42866 0.41064 -0.43538 -0.4 -0.8 -0.1
H 0.17425 -3.13551 -2.14705 -0.2 0.3 -1.4
H 1.81235 -0.89082 -2.50275 0.1 -0.6 -1.0
H 0.00214 -1.71270 1.93316 -0.7 -0.3 0.4
H -1.14702 -2.86705 -0.07996 1.5 0.1 0.1
H 0.34400 -3.68128 0.33107 0.7 -2.0 0.1
H -1.64342 2.25841 -0.20918 1.1 -0.6 0.6
H -1.11970 1.01658 -1.13202 0.3 -1.4 -1.9
H -1.38303 0.75632 0.56587 -1.2 -1.7 1.2
H -0.17147 2.68008 1.83875 -1.8 2.2 0.9
H 0.21120 0.97160 2.14311 0.7 1.9 -0.3
H 1.47872 2.22368 1.72821 2.1 0.6 0.8
H 0.78309 2.14511 -0.39507 2.0 2.6 -2.4
```
Positions in Å, forces in eV/Å.

Output
Total charge: +1
Total energy in a.u.: -2957.0640
E_LUMO in eV: -6.331
Largest force on an atom in eV/Å: 4.68
HOMO energy in eV: -12.16
Gap between HOMO and LUMO in eV: 5.824
Energy above the lowest of the compared OMol25 structures with the same formula, charge and spin in kJ/mol: 283.7

Density functional theory data (ωB97M-V/def2-TZVPD) for a single C5H4O2 molecule.

Structure (XYZ):
```
11
Properties=species:S:1:pos:R:3:forces:R:3
O -1.06160 -2.13244 0.98018 0.1 0.5 -0.2
C -0.65186 -1.10176 0.50565 -0.2 -0.3 0.2
C -1.04116 0.29581 0.79209 0.1 0.1 -0.1
C -0.20282 1.14276 0.17905 -0.1 -0.1 0.1
C 0.90182 0.46087 -0.59149 0.0 0.0 0.0
C 0.47024 -0.99844 -0.55996 0.3 -0.3 -0.3
O 0.87268 -1.90713 -1.23555 -0.2 0.5 0.4
H -1.89267 0.56198 1.40764 0.1 0.0 -0.1
H -0.28570 2.22544 0.21983 0.0 -0.2 0.0
H 1.86552 0.55194 -0.07321 -0.1 0.0 -0.1
H 1.04262 0.83648 -1.60906 -0.1 -0.1 0.1
```
Positions in Å, forces in eV/Å.

Output
Total energy in a.u.: -343.3733
SMILES: O=C1C=CCC1=O
E_LUMO in eV: -0.612
Largest force on an atom in eV/Å: 0.62
HOMO energy in eV: -9.42
Gap between HOMO and LUMO in eV: 8.809
Energy above the lowest of the compared OMol25 structures with the same formula, charge and spin in kJ/mol: 50.2

Density functional theory data (ωB97M-V/def2-TZVPD) for a single CH3ClN2O2 molecule at a distorted geometry.

Structure (XYZ):
```
9
Properties=species:S:1:pos:R:3:forces:R:3
C -0.21547 0.51746 -0.90769 -1.2 2.3 0.6
N 0.22512 -0.45741 1.18553 0.5 3.5 -0.5
N 0.00589 -0.61430 -0.07428 -1.6 -6.7 0.3
O 0.55078 -1.24098 2.05825 -0.6 -0.4 -0.5
O -0.35731 -1.92315 -0.44475 1.4 4.2 0.1
Cl 0.98109 1.85804 -0.49576 -0.4 -0.7 -0.6
H -0.17948 0.22224 -1.94138 0.4 -0.2 -0.1
H -1.19497 1.04662 -0.70160 0.9 -1.0 -0.2
H 0.18436 0.59148 1.32168 0.5 -1.0 0.9
```
Positions in Å, forces in eV/Å.

Output
Total energy in a.u.: -759.8833
E_LUMO (alpha / beta) in eV: -0.511 / -0.691
Largest force on an atom in eV/Å: 6.89
HOMO energy (alpha / beta) in eV: -9.24 / -9.04
Gap between HOMO and LUMO (alpha / beta) in eV: 8.727 / 8.354
Energy above the lowest of the compared OMol25 structures with the same formula, charge and spin in kJ/mol: 336.5

Density functional theory data (ωB97M-V/def2-TZVPD) for a molecular structure, C25H18Co2O9S at a distorted geometry.

Structure (XYZ):
```
55
Properties=species:S:1:pos:R:3:forces:R:3
O 3.03069 -0.07498 -0.65944 0.0 0.2 0.0
C 2.05485 -0.01575 -0.03707 1.2 -0.5 -0.7
Co 0.55671 0.09199 0.85073 1.4 0.5 2.6
C -1.24859 -1.60300 -0.58748 0.9 -0.3 -0.2
O -2.21151 -2.31815 -0.79885 -0.1 0.3 -0.1
C 0.88393 1.47028 1.91451 -0.8 0.5 -0.1
O 1.19174 2.30607 2.66452 0.1 -0.3 -0.3
C -0.49604 2.06050 -1.00441 0.4 -2.0 0.7
C 0.31174 3.11824 -1.52076 0.5 0.9 -0.5
C 1.51913 3.46164 -0.87587 -0.2 -0.2 -0.1
C 2.26636 4.54416 -1.32460 -0.2 0.0 -0.2
C 1.84032 5.29344 -2.42828 -0.2 -0.2 0.1
C 0.64289 4.95302 -3.07319 0.3 0.0 0.0
C -0.12678 3.88730 -2.62255 0.3 -0.3 0.3
C -0.45878 0.75687 -0.68024 -1.3 1.2 -0.3
C -0.78628 -0.47536 -1.44699 -0.7 0.7 -2.8
Co -2.07713 1.96131 -0.09611 -1.3 1.0 -0.2
C -2.04053 1.94268 1.66723 0.1 -0.5 2.0
O -2.10552 1.94061 2.82451 0.0 0.2 -1.2
C -2.62193 3.60449 -0.36148 -0.1 0.6 -0.3
O -2.97978 4.69510 -0.50130 0.1 -0.2 0.1
C -3.60392 1.12169 -0.42752 -0.3 -0.8 -0.2
O -4.65405 0.65103 -0.54577 0.5 0.3 0.0
H 1.83757 2.87010 -0.01109 -0.1 0.2 -0.4
H 3.18918 4.79802 -0.80384 -0.2 0.0 -0.1
H 2.43383 6.14163 -2.77046 -0.2 -0.2 0.0
H 0.30726 5.52974 -3.93696 0.1 -0.1 0.2
H -1.06813 3.60603 -3.10274 0.3 0.2 0.2
H -1.56613 -0.24515 -2.19863 0.2 -0.1 0.1
H 0.10774 -0.79411 -2.03202 -0.3 -0.1 0.4
C -1.15834 -0.38632 5.51152 -0.4 -0.2 0.1
C 0.18688 -0.71919 4.93003 0.1 -0.5 -1.4
O -0.01036 -0.77177 3.46567 -0.5 0.3 2.2
C 1.04929 -0.66149 2.66569 0.5 0.2 -2.8
C -0.32809 -1.66445 0.53941 1.0 -1.1 1.5
S 1.26189 -2.81625 0.41298 -0.4 1.3 0.2
C 0.96532 -3.73117 -1.08837 -0.3 -0.5 -0.5
C 1.44944 -3.25666 -2.31885 -0.5 -0.3 0.4
C 0.96860 -3.83450 -3.49798 0.2 0.1 0.3
C 0.08183 -4.91037 -3.44024 -0.1 0.0 0.0
C -0.30885 -5.43839 -2.20555 0.5 0.2 0.3
C 0.17421 -4.87664 -1.02094 -0.3 0.2 -0.6
O 1.16948 -3.75848 1.55438 -0.3 -0.8 0.1
O 2.18230 -0.99151 2.92588 0.0 -0.1 1.3
H -1.04099 -0.05763 6.54444 -0.1 0.0 0.1
H -1.66990 0.40372 4.95323 0.3 -0.1 0.0
H -1.79194 -1.27796 5.49483 -0.1 0.1 0.0
H 0.93062 0.04218 5.18018 0.1 -0.2 -0.2
H 0.53035 -1.71682 5.22861 0.1 0.3 0.2
H -0.80820 -2.13169 1.40673 0.2 -0.3 -0.2
H 2.16860 -2.43835 -2.31968 -0.3 0.0 -0.1
H 1.28184 -3.41362 -4.45323 -0.1 -0.2 0.1
H -0.31438 -5.33951 -4.36193 0.1 0.1 0.2
H -1.00311 -6.27033 -2.14043 0.1 0.0 -0.2
H -0.09531 -5.26227 -0.04026 -0.1 0.2 -0.1
```
Positions in Å, forces in eV/Å.

Output
Total charge: -2
Total energy in a.u.: -4804.2152
E_LUMO in eV: 4.731
Largest force on an atom in eV/Å: 3.00
HOMO energy in eV: -0.12
Gap between HOMO and LUMO in eV: 4.847

Question: Number 4 is which compound?
Answer: C5H4O2

Question: Which value of total energy does entry 1 give?
Answer: -304.6961 a.u.